No. 1
ORCA calculation (the ωB97M-V functional and the def2-TZVPD basis) on C16H32N3Si2Zr as an isolated structure.

XYZ file:
```
54
C16H32N3Si2Zr | the OMol25 dataset | the ωB97M-V functional and the def2-TZVPD basis
Zr -0.5555 0.6781 -0.9023
N -1.4154 -5.0364 0.0635
C -0.8008 -3.6976 0.4165
C -1.8498 -2.6626 0.8176
C -2.6904 -2.0848 -0.3493
N -2.6803 -0.5925 -0.2600
C -2.2166 -2.5143 -1.7475
C -0.6999 -2.6665 -1.9608
N -0.1251 -1.3609 -2.4028
C 0.0721 -3.1427 -0.7066
H -1.9516 -5.4113 0.8529
H -0.6914 -5.7290 -0.1541
H -2.0454 -4.9852 -0.7390
H -0.1672 -3.8987 1.2800
H -1.2876 -1.8452 1.2798
H -2.5062 -3.0586 1.5948
H -3.7181 -2.4360 -0.2414
H -2.9763 -0.3203 0.6779
H -3.4162 -0.2359 -0.8697
H -2.5909 -1.7844 -2.4716
H -2.7195 -3.4423 -2.0295
H -0.5602 -3.4014 -2.7562
H -0.4813 -1.1545 -3.3357
H 0.8804 -1.4758 -2.5339
H 0.5946 -2.2830 -0.2718
H 0.8455 -3.8595 -0.9889
C 3.2364 -0.1270 -0.5440
Si 2.0439 1.3116 -0.8653
C 2.1389 1.9143 -2.6697
C 2.1136 2.6959 0.4173
C 3.2957 3.4388 0.4690
C 3.4522 4.4807 1.3703
C 2.4186 4.7994 2.2398
C 1.2380 4.0736 2.1998
C 1.0642 3.0199 1.2995
Si -0.5969 2.1233 1.3478
C -2.0895 3.2068 0.8707
C -0.9215 1.1403 2.9368
H 4.2636 0.2469 -0.5632
H 3.1734 -0.9006 -1.3138
H 3.0852 -0.5816 0.4359
H 3.0949 2.4158 -2.8426
H 1.3602 2.6461 -2.9103
H 2.0812 1.0886 -3.3835
H 4.1152 3.2001 -0.2018
H 4.3773 5.0409 1.3923
H 2.5304 5.6104 2.9467
H 0.4409 4.3345 2.8890
H -2.1901 4.0284 1.5851
H -3.0300 2.6504 0.8945
H -1.9759 3.6690 -0.1157
H -0.9272 1.8282 3.7866
H -0.1436 0.4017 3.1347
H -1.8960 0.6449 2.9324
```

- total charge = +3
- HOMO level (spin up / spin down) (eV) = -16.6628 / -16.6629
- energy above the lowest of the compared OMol25 structures with the same formula, charge and spin (kcal per mole) = 52.1
- HOMO-LUMO gap (spin up / spin down) (eV) = 5.912 / 5.912
- 2S+1 = 1


No. 2
ORCA calculation (the ωB97M-V functional and the def2-TZVPD basis) on a 3-piece molecular cluster, C16H32O13P2 overall.

XYZ file:
```
63
C16H32O13P2 | the OMol25 dataset | the ωB97M-V functional and the def2-TZVPD basis
C -1.5652 -2.1755 -3.3900
O -0.3709 -2.6765 -2.8173
C 0.1004 -3.8781 -3.3963
C 1.4339 -3.6810 -4.1215
C 2.3989 -2.7641 -3.3391
C 3.4072 -3.4753 -2.5081
C 3.7896 -3.2132 -1.2538
C 3.3352 -2.1886 -0.2642
O 2.0259 -1.7516 -0.4981
C 1.0781 -2.0076 0.5281
C 4.8684 -4.1883 -0.9054
O 5.2412 -4.6064 0.1412
O 5.3932 -4.6039 -2.1369
C 4.2326 -4.6693 -2.9142
O 3.9868 -5.5779 -3.6376
H -1.3589 -1.8263 -4.4060
H -1.9007 -1.3385 -2.7831
H -2.3428 -2.9440 -3.3863
H 0.2254 -4.6343 -2.6174
H -0.6345 -4.2296 -4.1261
H 1.8860 -4.6632 -4.2580
H 1.2894 -3.2764 -5.1232
H 2.9666 -2.2109 -4.0961
H 1.8473 -2.0284 -2.7644
H 4.0165 -1.3303 -0.3236
H 3.4854 -2.6045 0.7370
H 1.4226 -2.7521 1.2467
H 0.8006 -1.0699 1.0107
H 0.1825 -2.4084 0.0485
C -4.9686 4.7674 -3.1035
O -5.0502 3.9518 -1.9158
P -3.9818 2.7540 -1.7176
O -4.1804 1.7924 -2.8109
O -4.7436 2.3432 -0.3400
C -6.1251 2.0016 -0.3778
O -2.5687 2.4131 -1.0336
C -1.7705 3.4288 -0.3976
H -5.5736 5.6526 -2.9267
H -3.9459 5.0757 -3.3150
H -5.3671 4.2136 -3.9519
H -6.3980 1.5759 -1.3439
H -6.7399 2.8795 -0.1756
H -6.2947 1.2620 0.4022
H -2.3211 3.8954 0.4212
H -1.4584 4.1883 -1.1148
H -0.8873 2.9369 -0.0007
C -1.0128 2.0724 4.8332
O 0.2759 1.7200 5.3796
P 1.5486 1.7887 4.4247
O 1.4090 0.9188 3.2574
O 2.5696 1.2230 5.5308
C 2.4165 -0.1194 5.9895
O 2.4306 3.0632 4.0972
C 2.2394 4.2901 4.8259
H -1.6855 2.2237 5.6726
H -0.9656 2.9897 4.2469
H -1.3794 1.2578 4.2114
H 1.9730 -0.7505 5.2190
H 1.7964 -0.1417 6.8863
H 3.4081 -0.4934 6.2332
H 2.4124 4.1353 5.8915
H 1.2363 4.6867 4.6674
H 2.9643 5.0028 4.4452
```

- HOMO level (eV) = -9.5038
- energy above the lowest of the compared OMol25 structures with the same formula, charge and spin (kcal per mole) = 61.0
- HOMO-LUMO gap (eV) = 9.475
- 2S+1 = 1
- structure (SMILES) = COCCCC1=C(COC)C(=O)OC1=O.COP(=O)(OC)OC.COP(=O)(OC)OC


No. 3
ORCA calculation (the ωB97M-V functional and the def2-TZVPD basis) on C16H33AsN2O4SSeTi as an isolated structure.

XYZ file:
```
59
C16H33AsN2O4SSeTi | the OMol25 dataset | the ωB97M-V functional and the def2-TZVPD basis
Ti -0.1892 0.4342 0.2361
C 1.2932 1.6163 2.7795
C 2.1440 0.5098 2.2101
O 1.9743 0.4461 0.7827
C 2.8417 1.3209 0.0259
C 2.0045 2.1499 -0.9483
O 0.7586 2.3740 -0.2825
C 0.0519 3.5981 -0.5109
C -1.4298 3.2297 -0.5241
O -1.6818 2.1114 0.3310
C -2.1124 2.3483 1.6802
C -0.9192 2.4947 2.5935
O -0.0444 1.3870 2.3343
H 1.6321 2.5922 2.4164
H 1.3451 1.6112 3.8709
H 1.8230 -0.4545 2.6026
H 3.1930 0.6558 2.4684
H 3.5632 0.7155 -0.5225
H 3.3764 1.9691 0.7196
H 1.8175 1.6029 -1.8729
H 2.5115 3.0877 -1.1774
H 0.3273 4.0399 -1.4691
H 0.3051 4.3008 0.2847
H -1.7085 2.8999 -1.5248
H -2.0547 4.0793 -0.2485
H -2.6884 1.4646 1.9497
H -2.7525 3.2294 1.7377
H -1.2389 2.4916 3.6376
H -0.3816 3.4274 2.3977
C -2.6383 -0.9455 -2.7424
As -3.5535 -1.2035 -1.0759
C -4.3383 -2.9500 -1.1149
C -4.9997 0.0548 -1.0303
S -2.3538 -1.0026 0.6570
H -3.3553 -0.9690 -3.5616
H -1.9073 -1.7412 -2.8649
H -2.1371 0.0212 -2.7197
H -4.9837 -3.0507 -1.9862
H -4.9172 -3.0869 -0.2041
H -3.5403 -3.6882 -1.1566
H -5.7116 -0.1795 -1.8203
H -4.6036 1.0588 -1.1724
H -5.4812 -0.0117 -0.0573
C 0.6695 -2.8010 1.3173
N 1.8982 -2.8297 0.5420
C 3.0406 -3.5247 0.8987
C 3.9071 -3.4079 -0.1253
N 3.2887 -2.6443 -1.0977
C 3.8971 -2.2964 -2.3760
C 2.0573 -2.2954 -0.6857
Se 0.7714 -1.3650 -1.6646
H 0.8479 -3.3129 2.2599
H -0.1403 -3.2968 0.7867
H 0.3525 -1.7754 1.5275
H 3.1289 -4.0457 1.8353
H 4.8984 -3.8059 -0.2513
H 4.7175 -1.5964 -2.2263
H 3.1446 -1.8462 -3.0152
H 4.2801 -3.1954 -2.8531
```

- total charge = +2
- HOMO level (spin up / spin down) (eV) = -12.6050 / -13.4498
- energy above the lowest of the compared OMol25 structures with the same formula, charge and spin (kcal per mole) = 13.4
- HOMO-LUMO gap (spin up / spin down) (eV) = 8.062 / 8.759
- 2S+1 = 3


no.,F_max (eV Å⁻¹)
1,2.5
2,6.2
3,0.4